A gas-phase ion, C7H9N2 (charge +1) in a non-equilibrium geometry, computed with ωB97M-V/def2-TZVPD.

XYZ file:
```
18
Properties=species:S:1:pos:R:3:forces:R:3:mulliken_charge:R:1
H 0.596203 0.382284 3.048839 -0.190 0.502 -0.269 0.39
C -0.104123 1.008217 -0.711464 1.340 -0.911 -0.532 0.53
N 1.490661 0.184426 0.840843 1.539 2.672 -0.606 -0.04
H -1.817215 -2.655743 0.552831 1.657 0.158 -1.621 0.29
H -0.338252 -3.510288 -0.103507 -1.097 1.859 -1.088 0.34
C -0.428562 -1.251414 -0.197157 1.604 -0.077 2.961 0.68
H -1.914231 1.807778 -1.031140 -0.401 0.662 -0.562 0.32
H 2.447115 -0.000022 1.025677 0.998 -1.267 0.159 0.30
C -1.012256 -2.585087 -0.333348 -1.732 -1.441 2.704 -1.12
C -0.875409 2.043204 -0.914327 -0.560 -1.191 0.235 -0.97
H -0.405493 2.964334 -0.920956 0.063 2.071 0.256 0.33
C 1.384602 1.128367 -0.318021 -2.192 0.889 -1.139 -0.56
C 0.579504 0.094176 2.010265 0.007 -0.266 0.468 -0.07
H 1.459416 2.215405 -0.155111 0.686 -0.595 0.865 0.36
H -1.668220 -2.511446 -1.213651 0.730 -0.828 -0.054 0.34
H 2.082370 0.899303 -1.159674 -0.431 -0.562 0.969 0.30
N -0.630859 -0.272991 -0.920937 -0.428 0.632 -1.413 -0.48
C 0.394762 -0.727581 1.051830 -1.590 -2.308 -1.333 0.06
```
Positions in Å, forces in eV/Å.

Computed properties:
Relative energy (zero: lowest compared OMol25 entry of this formula, charge and spin) (kcal per mole): 124.8
Total charge: +1
HOMO-LUMO gap (Eh): 0.341
E_HOMO (eV): -13.4

=====

6 unconnected molecules or ions with the total composition C34H73ClN7O8, computed with ωB97M-V/def2-TZVPD.

XYZ file:
```
123
Properties=species:S:1:pos:R:3:forces:R:3:mulliken_charge:R:1
C 5.473535 -2.569662 2.425862 -0.350 0.196 0.455 -0.98
H -5.213282 1.615964 -0.049813 -0.067 -0.120 0.096 0.27
H 0.929841 3.713826 2.512324 -0.004 -0.075 0.115 0.37
H 6.719332 -4.751596 7.891939 0.003 0.020 -0.035 0.31
H -1.885457 -3.608337 6.421569 -0.028 -0.005 0.010 0.24
C 11.915653 1.282065 -0.508398 -0.016 -0.020 -0.102 -1.41
H 3.456795 -5.880972 8.850841 0.044 -0.018 0.002 0.41
H -12.753896 -0.785750 -4.701729 -0.007 0.003 -0.049 0.36
H 3.477376 4.191823 2.088686 0.061 -0.033 0.166 0.44
H -9.326906 1.017652 -8.881373 -0.023 -0.005 0.040 0.27
H -2.889225 2.353799 -1.863296 0.120 0.058 -0.058 0.37
H -7.685403 -1.078460 -2.396802 -0.020 -0.062 0.092 0.24
N 7.171963 0.624347 1.621520 -0.059 -0.125 -0.365 0.04
N -1.527404 -3.505322 5.484972 0.116 -0.012 -0.007 -0.18
C -3.607453 2.600910 -1.082035 -0.460 -0.026 0.239 -0.62
H -4.199722 3.440556 -1.452167 0.066 0.107 -0.084 0.36
C 3.280445 3.368338 1.403152 -0.318 0.201 -0.282 -0.93
H -4.789021 1.413045 -3.031891 -0.042 -0.043 -0.170 0.26
C -0.199990 -3.758969 5.381482 -0.179 0.053 -0.112 0.71
C -11.740258 -0.394848 -4.807440 0.046 -0.026 0.001 -1.09
H 4.232309 3.263949 -0.563350 -0.156 -0.111 -0.067 0.68
C 4.498165 3.151789 0.485433 0.113 0.195 0.493 -1.44
H -13.231533 0.656316 -11.557467 0.040 0.001 -0.057 0.28
H 0.000570 -4.321513 3.299132 -0.013 0.042 -0.026 0.38
H 11.953785 1.240984 0.580937 0.043 0.053 0.002 0.36
H 4.915887 1.149796 -1.346468 -0.016 0.153 -0.115 0.54
N 3.501674 -4.836937 7.034688 0.235 0.005 0.009 0.04
H 9.035236 2.914891 -0.961057 0.011 0.106 -0.045 0.18
H 1.485824 -3.888222 4.158348 0.043 0.021 -0.150 -0.45
C -2.454509 -3.122244 4.436628 -0.018 -0.034 0.202 -0.84
H 11.505333 3.520602 0.634218 0.027 -0.079 -0.065 0.37
C 2.779761 -5.559364 8.066999 -0.053 0.130 -0.124 -0.91
H 12.204369 0.315943 -0.908901 -0.026 -0.013 -0.025 0.33
H -7.005199 -0.492382 -3.906657 0.059 0.096 -0.113 0.24
H 2.293578 -6.436297 7.640336 -0.005 -0.024 0.041 0.28
C -11.443559 1.054653 -8.901470 0.011 0.004 0.076 0.77
H -11.702947 0.604276 -4.385602 0.031 0.002 0.024 0.28
C 5.686658 1.116394 -0.582897 -0.137 -0.182 0.220 -1.16
H 6.409475 -2.770857 2.944230 0.173 -0.237 -0.190 0.49
H 7.895230 0.842990 0.928440 0.106 0.093 0.028 0.27
H -10.026021 0.392373 -10.383645 0.008 0.042 -0.049 0.37
H -13.199792 2.398336 -11.249612 0.040 0.018 -0.054 0.29
H 6.827635 -0.668456 -0.976349 -0.024 -0.102 -0.104 0.41
H 3.092318 2.491757 2.026916 0.148 -0.156 0.015 0.48
H 12.624296 2.034114 -0.855451 0.017 0.023 0.064 0.38
C 6.467160 -0.617939 1.139318 -0.082 -0.577 -0.048 0.08
C 6.023799 -0.363821 -0.308350 0.328 0.355 -0.068 -1.02
H 3.463365 -2.322154 3.161898 -0.102 -0.021 -0.043 0.33
C 4.313737 -2.981405 3.332721 -0.188 0.384 -0.188 -0.34
C -1.397273 2.680297 0.267959 -0.171 0.484 0.187 -0.48
C 5.166734 1.787164 0.693311 -0.038 -0.146 -0.754 1.63
H 7.656985 0.472578 2.504482 -0.053 -0.036 0.085 0.45
O -11.515976 0.845037 -7.699237 0.022 0.013 -0.165 -0.65
H -3.036814 4.081091 0.378600 -0.015 0.085 0.116 0.43
N -12.566972 1.204958 -9.645466 0.027 0.002 -0.083 -0.17
N 7.181850 3.961764 2.478251 -0.320 0.368 0.679 0.22
O 7.225339 2.889559 1.436845 0.320 -0.426 -0.411 -0.16
H 4.404572 -0.904004 1.645259 -0.098 0.070 0.063 0.52
H 2.965523 -4.492967 6.251178 -0.175 -0.005 0.104 0.05
C -11.376097 -3.232166 -5.520895 0.164 -0.069 0.161 -0.85
Cl 3.738635 -4.622108 2.976009 0.134 -0.273 -0.022 -0.21
H -10.678771 -3.621715 -6.264925 -0.044 0.016 -0.054 0.28
C 10.508857 3.781577 0.295910 -0.308 0.030 -0.151 -0.74
H -3.252867 -3.859381 4.345235 0.005 -0.001 -0.063 0.29
H -11.493450 -0.335036 -5.869645 -0.084 0.010 0.143 0.26
H -4.012697 0.504296 -0.718717 0.029 -0.061 0.104 0.23
H 5.386305 -0.484979 3.027675 0.040 -0.060 0.144 0.24
H 5.923594 1.950517 2.715913 -0.016 -0.104 0.086 0.56
H -3.383819 2.478244 1.041073 -0.111 0.240 0.218 0.40
C 1.966354 3.696798 0.671073 0.102 -0.196 0.387 -0.63
H -9.993305 -3.096050 -3.918366 0.009 -0.010 0.007 0.23
C -2.902316 3.012432 0.223422 0.272 -0.313 -0.489 -0.83
O 8.104468 3.909642 3.149069 0.118 0.079 -0.192 -0.22
H -1.195980 4.058254 1.859408 -0.014 0.105 0.043 0.44
H 1.915541 4.774750 0.524120 0.000 0.063 -0.310 0.31
H 1.945137 3.204534 -0.301569 -0.065 0.011 -0.125 0.30
H -7.778692 0.632491 -2.777614 -0.035 0.108 0.084 0.37
H 0.354957 -2.612828 3.640454 -0.019 -0.040 -0.051 0.36
C 0.765900 3.283599 1.521378 0.147 0.535 -0.141 -0.73
O 9.884071 0.829778 -1.697644 -0.120 -0.122 0.106 -0.65
H 5.409539 -3.133487 1.497933 0.220 -0.095 -0.084 0.33
C -12.676085 1.458531 -11.069757 -0.155 -0.025 0.184 -0.84
O -5.912803 -0.096439 -2.179617 -0.194 0.005 0.295 -0.32
H -1.257332 1.757713 0.830140 0.064 -0.260 -0.238 0.23
H 5.210333 3.949349 0.687236 0.179 0.006 -0.183 0.44
C 4.820879 -4.561205 6.971604 -0.271 -0.093 -0.035 0.94
H -2.905841 -2.154846 4.661859 0.012 0.013 -0.061 0.28
C 6.302099 1.862724 1.696365 -0.109 0.386 0.269 -1.20
H 10.554937 4.744301 -0.213616 0.074 0.017 0.040 0.32
C 5.373069 -1.081105 2.111402 -0.041 0.258 -0.251 -0.95
H 9.864734 3.881876 1.170086 0.116 0.085 0.083 0.08
H 4.567281 -2.956418 4.387693 0.126 -0.094 0.011 0.34
H 6.552906 1.649366 -0.977388 0.069 0.049 -0.047 0.17
H -1.941074 -3.051319 3.483771 0.013 -0.002 -0.014 0.32
H 5.384547 -4.620236 9.048101 -0.015 -0.062 0.030 0.37
C 10.520207 1.595578 -0.989829 -0.051 -0.009 0.063 0.94
H 7.233212 -1.391978 1.117766 0.183 0.078 0.123 0.63
H -1.032561 2.553049 -0.750286 0.189 -0.174 -0.030 0.24
O 0.460079 -4.075539 6.361089 0.115 -0.029 0.065 -0.62
C -4.568145 1.424571 -0.906781 0.180 -0.008 -0.231 -0.55
C -10.761533 -1.263627 -4.061890 0.025 0.027 0.047 0.76
C -10.115570 1.158783 -9.613210 0.020 -0.013 0.048 -1.29
C 0.442535 -3.632857 4.019312 -0.044 0.010 0.213 -0.52
C -5.414867 1.213030 -2.151961 0.319 0.173 0.032 -0.57
H -6.225757 1.947594 -2.158393 -0.129 0.004 -0.070 0.33
H 4.400680 1.121211 1.087771 0.012 -0.032 0.213 0.00
O -10.074230 -0.843985 -3.141452 -0.077 -0.017 -0.062 -0.64
H 5.656598 -6.138702 8.173558 -0.028 -0.001 0.062 0.38
H -9.998367 2.139284 -10.075374 0.007 -0.022 -0.059 0.37
C -0.592382 3.762164 0.999225 -0.270 -0.452 0.309 -0.85
H -13.417241 1.127125 -9.110169 -0.017 0.008 0.002 0.23
H 2.011926 -4.921474 8.503924 -0.002 -0.030 -0.014 0.26
H 0.761836 2.199367 1.640976 -0.014 -0.106 0.052 0.39
O 5.285723 -3.933548 6.020999 0.148 0.075 0.127 -0.63
C -7.150157 -0.252797 -2.849892 0.057 -0.229 -0.154 -0.63
H -12.051283 -2.540089 -6.011704 -0.005 0.015 -0.016 0.32
H -11.958163 -4.066916 -5.125809 -0.054 0.013 -0.046 0.30
H -0.490740 4.651863 0.378462 0.055 0.080 -0.076 0.39
N 9.959689 2.768406 -0.587044 0.127 -0.080 0.170 -0.11
N -10.658674 -2.562681 -4.454362 -0.059 0.005 -0.062 -0.15
H -11.691947 1.520304 -11.520613 0.020 0.001 -0.007 0.32
H 5.161604 -0.988850 -0.520339 -0.058 -0.130 0.043 0.37
C 5.697024 -5.052209 8.097295 0.071 0.045 -0.044 -1.52
```
Positions in Å, forces in eV/Å.

Computed properties:
Total charge: +1
HOMO-LUMO gap (Eh): 0.223
E_HOMO (eV): -10.1

=====

C5H4O2 in the gas phase, computed with ωB97M-V/def2-TZVPD.

XYZ file:
```
11
Properties=species:S:1:pos:R:3:forces:R:3:mulliken_charge:R:1
C -1.385355 -0.147325 -0.526529 0.479 0.001 0.024 -0.65
H -0.440899 -0.951682 -2.331377 0.029 0.063 0.175 0.32
H 1.862435 -0.788788 -1.522072 -0.134 0.048 0.054 0.41
H -1.225207 -0.478498 1.494505 0.022 0.095 -0.050 0.31
C -0.935448 0.343435 0.814537 -0.031 0.028 -0.064 -0.23
C -0.278255 -0.533514 -1.339241 -0.101 0.024 0.027 -0.23
O 0.951120 1.290000 2.014282 -0.230 -0.308 -0.478 -0.50
H -1.537090 1.189273 1.167241 0.071 -0.146 -0.026 0.39
C 1.016315 -0.441090 -0.929904 -0.106 -0.007 0.002 -0.03
O 1.442852 0.081605 0.221450 -0.064 -0.029 -0.062 -0.31
C 0.512393 0.650152 1.109072 0.066 0.232 0.397 0.51
```
Positions in Å, forces in eV/Å.

Computed properties:
Relative energy (zero: lowest compared OMol25 entry of this formula, charge and spin) (kcal per mole): 70.1
Total charge: 0
HOMO-LUMO gap (Eh): 0.277
E_HOMO (eV): -8.5